Entry 1:
Computed, not measured: a molecular structure, C41H56GeIrN8O2PSSe in a non-equilibrium geometry, with ωB97M-V/def2-TZVPD.

Element x y z (Å)
H  3.682  2.688  0.787
H  6.232  -0.976  2.285
S  0.059  0.374  2.405
C  3.209  -0.767  -1.410
C  -2.340  2.082  -0.630
H  -3.724  2.756  4.276
C  2.639  0.409  1.966
H  1.336  -5.965  -1.596
H  3.376  2.033  -0.815
H  -0.860  -2.017  -2.951
C  0.345  -5.587  -1.356
C  -0.550  -3.034  -2.771
C  -1.445  -6.532  0.165
H  -3.532  -0.423  -4.655
H  -3.506  -1.455  -3.234
H  1.181  2.101  4.426
C  2.625  4.402  -2.071
H  -3.579  -2.640  0.389
Ir  0.254  -0.026  -0.755
C  0.433  3.984  1.374
H  -2.034  4.560  -2.167
H  -2.026  -1.150  -4.165
H  2.951  4.960  -0.007
H  2.876  3.879  -4.162
C  -2.670  0.547  -2.946
C  5.214  -0.615  2.211
Ge  1.240  2.476  0.466
C  4.555  -0.150  3.311
C  0.691  -0.383  -4.235
H  0.329  1.642  -0.616
H  -1.876  -2.194  0.416
C  0.107  2.233  4.398
H  -3.335  -0.185  0.622
C  -1.360  -7.598  1.050
N  0.605  -7.440  0.164
C  3.296  4.201  -0.714
H  1.577  4.085  -2.009
O  -0.889  0.287  1.267
C  4.561  -1.149  -1.390
Se  0.878  0.923  -2.952
H  -1.429  -3.682  -2.802
H  1.219  4.238  2.095
H  -4.401  1.820  0.066
C  -2.461  -7.987  1.815
N  0.460  -4.216  -0.832
H  0.124  -3.327  -3.576
N  0.572  -1.196  -5.043
H  -2.020  1.230  -3.494
H  -1.900  2.146  0.365
H  -1.799  6.081  -0.181
H  1.343  -4.677  1.075
H  -2.393  -8.827  2.494
H  -0.060  6.039  1.319
N  -0.070  -8.112  1.002
H  -0.263  -5.569  -2.258
C  3.260  0.391  3.180
C  3.071  2.806  -0.112
N  0.417  -2.044  -0.666
C  3.243  -0.194  0.829
H  -2.342  4.026  5.884
H  2.619  5.467  -2.311
H  -3.618  1.062  -2.784
C  -2.798  -2.113  -0.159
C  -3.697  -6.184  0.754
H  -2.653  1.139  2.734
H  -4.138  -0.578  -0.900
O  0.415  -0.823  3.098
H  4.372  4.348  -0.833
N  1.366  0.984  1.677
C  -2.617  -5.793  -0.008
H  5.030  -1.482  -2.305
C  -0.678  1.531  3.491
H  0.824  5.545  -0.109
C  -0.499  3.133  5.256
H  0.103  3.685  5.966
H  -2.662  -2.616  -1.116
P  -1.997  0.395  -1.251
H  4.378  3.926  -3.246
H  2.762  0.788  4.053
H  3.271  2.563  -3.062
C  -2.937  -0.704  -3.786
H  -4.500  -7.531  2.228
C  0.101  -3.081  -1.452
C  0.997  -3.914  0.398
H  -0.537  5.491  -2.197
H  -0.426  3.637  1.949
H  -4.283  2.532  -1.546
C  -3.196  -0.653  -0.353
H  -1.794  2.763  -1.281
C  -3.814  2.488  -0.564
N  2.552  -0.286  -0.374
N  -0.195  -6.461  -0.375
C  -1.285  5.120  -0.200
C  -1.875  3.323  5.208
H  -0.504  3.790  -1.745
C  3.325  3.644  -3.197
H  -4.635  -5.653  0.656
H  2.653  -0.870  -2.330
C  0.033  5.242  0.580
C  0.970  -2.572  0.501
C  -2.059  1.707  3.437
C  -1.082  4.715  -1.658
C  5.237  -1.102  -0.212
H  -1.941  4.406  0.311
C  4.573  -0.644  0.949
H  5.028  -0.161  4.283
H  6.277  -1.399  -0.149
C  -3.621  -7.265  1.657
H  1.278  -1.956  1.324
H  -2.682  -4.966  -0.702
H  -3.883  3.489  -0.137
C  -2.652  2.613  4.302

Results
Net charge: +2
Total energy (hartree): -7506.21824
2S+1: 1

---

Entry 2:
Computed, not measured: 10 unconnected molecules or ions with the total composition C41H56N3O33P in a non-equilibrium geometry, with ωB97M-V/def2-TZVPD.

Element x y z (Å)
H  -5.887  4.832  -8.625
O  6.124  -1.707  -0.091
H  -2.852  4.728  2.503
H  8.695  1.494  6.769
H  -2.620  2.969  2.365
C  2.117  -1.632  -2.373
O  11.013  -0.097  6.791
O  -3.511  1.836  -8.230
C  -5.826  -0.984  -0.653
C  -3.750  1.286  -3.773
H  6.514  4.460  3.325
O  -2.458  -1.588  -0.719
H  4.336  3.967  2.363
C  3.300  -2.348  -6.805
H  -3.900  6.027  -7.897
O  -7.501  -4.646  3.283
H  -3.895  4.769  0.498
C  2.904  -3.676  -7.425
H  -3.064  0.443  -3.764
C  -7.519  1.620  -0.478
C  -3.567  3.533  -3.626
O  2.809  -1.189  -0.227
H  -3.060  1.808  -5.778
H  2.943  -3.117  -0.992
C  4.510  3.598  3.370
H  -1.399  4.078  1.773
H  -2.972  5.493  -9.315
H  10.040  -0.667  5.063
O  10.763  -1.016  8.831
C  -8.606  2.408  1.734
H  1.269  -2.001  -2.932
C  2.474  -0.027  -0.824
O  -1.079  0.833  1.609
C  -7.778  -6.731  4.180
O  2.474  -4.425  -6.283
H  -2.443  4.180  -0.303
O  -7.072  -3.556  5.190
C  -3.869  2.677  0.142
H  9.936  -5.345  1.056
O  -4.138  3.288  -4.823
H  4.341  -2.335  -6.476
H  -9.578  2.237  2.201
O  1.547  -3.860  -4.312
H  -7.795  2.642  -0.742
O  8.190  -2.229  -0.808
H  -5.962  -2.504  3.519
O  -6.911  -1.311  -1.049
C  5.734  4.196  4.041
H  -4.692  0.988  -3.306
C  10.105  0.200  5.723
H  -7.274  -7.686  4.295
H  3.113  -1.492  -7.446
C  -6.023  1.568  -0.312
C  -5.266  2.701  -0.030
H  -5.198  5.162  -10.229
O  8.622  -2.923  4.269
H  5.370  -2.009  1.808
H  7.932  0.145  5.901
O  -3.422  4.615  -3.151
H  -7.757  0.451  1.364
H  5.514  5.055  4.667
O  2.638  1.049  -0.333
O  1.939  -0.243  -2.035
H  -1.818  0.287  1.905
H  -9.228  0.786  0.484
C  -3.940  1.901  -5.146
C  5.744  1.955  4.305
H  -6.701  2.426  2.463
C  2.104  -3.558  -5.318
C  -3.530  -1.104  -0.493
N  -7.626  2.669  2.804
C  -7.275  -4.575  4.608
H  4.703  -0.604  0.958
H  -3.790  -2.818  1.175
H  10.138  -3.599  0.805
C  7.470  -1.699  -0.019
H  6.830  -0.321  2.722
O  8.972  -0.355  7.637
H  0.106  2.889  0.557
C  11.184  -4.366  2.562
O  6.087  0.863  4.633
N  -0.532  2.701  -0.213
O  2.454  -2.295  -5.651
H  -8.851  -6.868  4.322
C  -7.448  -6.017  2.880
C  -4.795  -2.721  0.760
C  6.756  -0.344  1.639
H  -7.813  0.985  -1.312
H  6.725  0.677  1.253
C  -5.008  4.711  -9.260
H  1.307  -2.560  -0.574
C  -3.924  0.328  -0.279
C  10.051  -4.387  1.555
H  -8.696  3.319  1.137
O  -5.155  -2.526  2.977
H  -5.864  4.421  -0.667
O  6.202  3.105  4.845
O  8.907  -4.111  2.375
C  -8.278  1.230  0.802
C  -3.166  3.964  0.483
C  10.293  -0.538  7.850
H  -8.161  -6.201  2.082
H  3.604  3.723  3.963
O  -4.741  3.311  -9.410
H  10.456  1.060  5.158
O  -5.607  -2.040  1.708
C  9.333  -3.451  3.476
H  11.354  -5.341  3.022
O  -3.197  2.380  -3.030
H  3.723  -4.188  -7.922
N  -4.740  -1.900  -0.436
O  10.682  -3.468  3.556
C  -3.164  1.468  -0.022
O  7.894  -1.013  1.065
O  4.844  2.206  3.333
H  3.021  -1.727  -2.976
H  -6.441  -6.241  2.527
C  2.265  -2.268  -1.005
C  -2.475  3.927  1.866
O  -3.297  4.044  -7.889
H  12.120  -3.995  2.156
P  -1.327  1.205  0.012
H  2.065  -3.580  -8.116
C  5.602  -1.179  1.139
O  -5.945  3.890  0.134
H  -7.808  2.019  3.560
C  -3.739  5.209  -8.593
O  -7.299  -5.802  5.163
C  -5.309  0.382  -0.404
H  -4.802  1.515  -5.681
H  0.076  2.525  -1.007
C  -3.820  2.955  -8.489
C  8.807  0.451  6.463
H  -5.192  -3.720  0.563

Results
Structure (SMILES): CCc1c(O)c(CCCN)c2c(c1P(N)O)C(=O)N(COO)C2=O.O=C1OCCO1.O=C1OCCO1.O=C1OCCO1.O=C1OCCO1.O=C1OCCO1.O=C1OCCO1.O=C1OCCO1.O=C1OCCO1.O=C1OCCO1
Total energy (hartree): -4584.50909
2S+1: 1

---

Entry 3:
Computed, not measured: a molecular structure, C41H57BI2N10O3S6SbSr, with ωB97M-V/def2-TZVPD.

Element x y z (Å)
H  -5.354  -1.320  -0.669
H  -2.410  3.106  -2.969
H  -4.579  4.360  1.285
C  -2.299  -1.686  -3.064
H  -5.295  2.419  4.219
H  4.531  1.677  0.961
C  0.213  3.974  -2.512
C  5.278  -3.080  -1.444
C  -1.083  -0.823  6.792
C  -1.851  -2.652  -1.106
N  1.133  -2.510  -2.647
H  -4.185  -1.417  0.667
C  -2.386  -1.303  4.837
H  -2.100  -1.126  -3.960
C  2.477  1.683  0.452
N  -1.308  -1.991  -2.156
H  4.235  -5.865  -3.202
H  5.094  -4.442  -3.815
N  2.976  -3.665  -2.326
H  -4.641  1.449  0.352
H  1.263  -0.863  -4.818
H  3.560  2.622  -1.795
C  4.658  3.972  -0.503
I  -4.078  -2.209  4.007
O  1.698  0.735  0.330
N  -0.954  3.240  1.611
C  4.285  -4.172  -1.827
H  -4.803  -4.471  1.153
H  3.791  5.706  0.424
H  5.227  2.176  -1.523
N  0.425  0.744  3.799
H  -2.863  -1.988  6.816
H  5.841  -5.468  -2.574
H  2.092  1.912  3.637
H  -2.335  3.181  -4.741
H  -6.142  -4.327  -0.728
B  0.130  -1.405  -2.199
S  3.339  -2.086  6.221
C  -5.103  3.408  1.113
C  -2.166  -1.421  6.216
H  -5.905  3.573  0.393
H  1.030  2.883  1.153
C  4.011  -4.993  -0.559
H  2.190  4.678  1.833
Sb  3.856  -1.838  3.988
S  -1.395  1.231  -1.400
C  0.805  -3.852  -2.674
C  1.759  1.330  5.689
C  -0.397  0.035  4.617
H  3.374  -5.857  -0.749
C  2.488  -2.393  -2.485
O  -5.717  2.975  2.316
S  2.160  -2.699  2.572
H  4.868  -2.424  -0.678
H  5.080  4.578  -1.312
H  -0.198  3.593  -5.919
H  -5.759  -3.373  -2.155
C  4.898  -5.044  -2.925
H  -4.232  0.718  2.774
H  -3.592  2.713  -0.296
C  0.219  3.993  -4.993
H  0.008  5.062  -4.963
C  3.922  1.575  0.058
H  0.089  5.060  -2.542
C  -4.314  -3.226  -0.498
N  -3.139  2.069  1.638
N  2.021  2.856  0.926
H  2.055  -5.626  -2.415
H  -4.446  -2.092  -3.002
H  -3.405  -5.063  0.231
H  -2.124  4.661  -3.785
C  -5.325  -3.984  -1.365
S  3.321  -0.929  -2.598
C  -3.743  1.682  2.914
O  -1.721  -0.492  2.710
H  5.437  3.885  0.263
H  2.664  1.803  6.039
C  4.339  2.573  -1.026
C  2.843  3.992  1.294
C  -4.116  2.376  0.597
I  -0.826  -1.045  8.862
H  2.690  4.857  -0.657
H  1.303  3.863  -5.002
C  0.964  0.599  6.520
C  -0.413  3.348  -3.761
H  3.626  3.678  1.993
S  -0.942  -3.227  0.203
C  -4.944  -1.969  0.109
C  -3.894  -4.172  0.624
C  -0.453  0.995  -2.787
H  3.530  -4.371  0.200
N  -0.130  1.896  -3.773
H  1.213  0.495  7.567
C  1.450  1.375  4.321
S  4.465  0.322  3.363
C  -4.747  2.740  3.333
Sr  0.354  -0.699  1.610
H  4.958  -5.358  -0.156
H  0.969  1.716  -5.638
C  -3.459  -2.159  -2.588
C  3.468  4.711  0.100
N  0.093  -0.191  -3.154
H  4.051  0.555  -0.296
C  0.584  1.226  -4.765
H  -5.746  -2.240  0.799
H  -0.247  3.584  -1.606
C  -1.977  2.702  1.634
H  1.281  3.746  -2.483
H  -3.218  -3.699  1.327
C  -1.923  3.588  -3.814
C  -0.173  -0.068  6.009
H  -2.965  1.554  3.661
H  0.483  -1.015  -1.128
C  1.922  -4.564  -2.489
N  -3.194  -2.780  -1.368
H  5.573  -2.471  -2.293
H  -4.852  -4.856  -1.820
H  -0.212  -4.186  -2.765
C  0.722  -0.051  -4.367
H  -4.224  3.680  3.559
H  6.158  -3.581  -1.033
C  -1.535  -0.610  3.971

Results
Net charge: -2
Energy above the lowest of the compared OMol25 structures with the same formula, charge and spin (kJ/mol): 29.0
Total energy (hartree): -5650.59275
2S+1: 2

---

Entry 4:
Computed, not measured: a molecular structure, C41H57N4O8P2SeW in a non-equilibrium geometry, with ωB97M-V/def2-TZVPD.

Element x y z (Å)
H  3.047  -1.723  1.839
H  7.353  3.459  2.462
H  -0.877  3.337  7.678
H  0.584  -0.224  -5.076
O  2.416  -0.015  0.489
C  4.590  3.115  2.182
C  4.976  -0.695  1.665
O  0.489  1.214  -2.155
C  -0.844  1.045  4.445
H  6.663  -1.789  2.421
C  5.361  4.289  2.781
C  5.065  1.807  2.196
C  1.570  -2.792  -2.607
H  1.359  4.399  4.942
H  6.191  -0.452  3.466
H  -0.392  -1.293  5.692
H  2.754  2.070  -1.571
O  -2.162  1.731  -0.788
H  -2.393  4.159  5.135
H  0.634  -1.927  4.402
H  -2.802  1.763  -0.063
H  -0.267  1.782  7.118
H  6.030  1.624  2.640
C  2.642  -2.705  -3.594
C  3.133  0.972  1.082
H  -1.357  5.200  6.121
H  4.356  -2.057  -4.488
H  6.120  6.208  2.122
C  6.304  -0.759  2.425
C  0.993  3.831  5.800
H  2.629  -1.796  -1.029
C  -0.510  -3.715  -1.823
N  0.708  -2.230  -0.426
C  -0.438  2.369  4.374
H  5.095  5.699  4.409
H  3.846  -1.397  3.382
C  -2.760  -1.221  4.249
C  -0.397  0.620  2.137
N  4.700  1.960  -2.187
C  4.380  0.715  1.657
C  5.251  -1.124  0.216
H  -1.058  5.044  4.390
H  2.909  4.327  1.582
H  6.034  4.997  0.835
H  -2.832  -0.626  5.159
H  2.646  -3.513  -4.318
C  3.498  1.431  -2.026
H  3.578  5.187  3.667
O  0.156  2.249  -4.488
P  -2.353  0.368  -1.661
C  -1.331  -2.244  2.519
H  -0.715  -2.891  5.021
H  -2.008  -1.899  1.737
H  4.324  -1.260  -0.339
C  5.527  5.385  1.720
C  -2.634  0.288  -4.429
H  4.566  5.794  1.405
H  0.360  -4.151  -3.739
H  -2.216  2.959  -2.492
H  1.682  3.002  5.974
H  -1.182  0.671  5.400
H  -2.354  -0.762  -4.368
C  4.012  -1.682  2.341
H  -3.109  -2.228  4.484
H  5.846  -0.368  -0.302
C  -0.387  -2.968  -0.672
H  5.975  -0.648  -3.845
H  5.805  -2.065  0.200
H  -3.320  2.614  -3.683
H  4.447  -2.684  2.333
H  -1.712  2.971  -4.096
H  6.590  1.596  -2.922
O  -3.734  -0.123  -1.607
N  -2.342  2.519  -3.410
C  -0.848  0.141  3.376
Se  0.847  2.512  0.434
C  5.260  -0.059  -3.287
H  1.021  4.489  6.670
H  4.444  4.088  4.746
H  -3.437  -0.791  3.508
H  -1.164  -2.933  0.074
C  3.975  -0.540  -3.053
H  -3.716  0.344  -4.301
C  0.024  1.953  2.064
C  3.639  -1.823  -3.709
C  2.633  2.273  1.086
H  -1.674  -3.221  2.867
O  0.288  -0.301  -4.159
H  0.361  3.833  3.005
C  4.570  4.848  3.972
P  -0.100  1.125  -3.561
C  1.669  -2.169  -1.363
C  0.004  2.818  3.135
C  6.750  3.879  3.269
C  0.461  -3.601  -2.811
O  -1.183  -0.565  -1.397
H  -1.936  2.268  6.764
C  3.341  3.334  1.610
C  5.593  1.189  -2.799
N  3.091  0.207  -2.366
C  -1.367  4.500  5.284
C  -1.932  1.063  -3.322
H  7.272  4.757  3.652
C  -0.393  -1.878  4.772
W  0.777  -0.056  -0.549
C  -0.435  3.315  5.573
H  7.074  -0.141  1.960
H  -2.353  0.662  -5.416
H  6.697  3.149  4.080
H  -0.333  -2.361  2.097
C  -1.325  -1.283  3.704
O  -0.415  -0.123  1.004
H  -1.376  -4.345  -1.963
C  -0.908  2.626  6.852

Results
Net charge: +1
Energy above the lowest of the compared OMol25 structures with the same formula, charge and spin (kJ/mol): 2.4
Total energy (hartree): -5568.80964
2S+1: 3